Entry 1:
DFT (ωB97M-V/def2-TZVPD) results for 7 unconnected molecules or ions with the total composition C37H32N6O16S.

Properties
Frontier orbital gap   8.56 eV
SMILES   O=[N+]([O-])c1ccccc1.O=[N+]([O-])c1ccccc1.O=[N+]([O-])c1ccccc1.O=[N+]([O-])c1ccccc1.O=[N+]([O-])c1ccccc1.O=[N+]([O-])c1ccccc1.O=C(OO)OS

ORCA input file:
```
! RIJCOSX wB97M-V def2-TZVPD def2/J DEFGRID3
* xyz 0 1
O 4.9995 5.9966 6.1591
N 5.2320 5.1674 5.2970
O 5.0693 5.3556 4.1126
C 5.7121 3.8485 5.7261
C 5.9079 3.6106 7.0734
C 6.3362 2.3561 7.4728
C 6.5505 1.3605 6.5283
C 6.3429 1.6193 5.1797
C 5.9280 2.8742 4.7712
H 5.7335 4.3872 7.8017
H 6.4934 2.1527 8.5224
H 6.8702 0.3771 6.8451
H 6.5006 0.8498 4.4428
H 5.7643 3.0770 3.7234
O 0.4468 -1.0403 0.1750
N -0.0675 -0.8406 -0.9057
O -0.0084 -1.6159 -1.8423
C -0.7972 0.4158 -1.1036
C -0.8415 1.3322 -0.0737
C -1.5062 2.5286 -0.2744
C -2.1251 2.7958 -1.4899
C -2.0792 1.8519 -2.5121
C -1.4084 0.6554 -2.3205
H -0.3644 1.1299 0.8730
H -1.5390 3.2579 0.5224
H -2.6392 3.7318 -1.6354
H -2.5576 2.0450 -3.4545
H -1.3656 -0.0774 -3.1117
O -5.9599 3.7633 -4.5045
N -4.8060 4.0689 -4.3134
O -4.1053 3.6092 -3.4292
C -4.1995 5.0650 -5.2089
C -4.9748 5.6317 -6.2017
C -4.4053 6.5830 -7.0306
C -3.0774 6.9503 -6.8599
C -2.3126 6.3629 -5.8614
C -2.8745 5.4124 -5.0262
H -6.0061 5.3412 -6.3286
H -4.9990 7.0400 -7.8089
H -2.6375 7.6971 -7.5063
H -1.2786 6.6474 -5.7309
H -2.2855 4.9541 -4.2465
O -3.3406 -8.0322 -4.7306
N -2.3322 -7.5706 -4.2397
O -1.2421 -8.1029 -4.2718
C -2.4379 -6.2725 -3.5545
C -3.6718 -5.6565 -3.4711
C -3.7678 -4.4437 -2.8092
C -2.6389 -3.8664 -2.2443
C -1.4066 -4.4976 -2.3441
C -1.3015 -5.7106 -3.0044
H -4.5457 -6.1115 -3.9105
H -4.7259 -3.9491 -2.7280
H -2.7208 -2.9218 -1.7230
H -0.5306 -4.0425 -1.9062
H -0.3479 -6.2085 -3.0850
O 6.6473 0.4601 2.2259
N 5.6936 0.2848 1.4938
O 4.7160 1.0048 1.4652
C 5.7196 -0.8795 0.6008
C 6.8075 -1.7311 0.6451
C 6.8188 -2.8400 -0.1822
C 5.7522 -3.0804 -1.0381
C 4.6723 -2.2089 -1.0728
C 4.6516 -1.0976 -0.2477
H 7.6326 -1.5381 1.3128
H 7.6588 -3.5189 -0.1573
H 5.7619 -3.9512 -1.6791
H 3.8431 -2.3963 -1.7384
H 3.8141 -0.4187 -0.2660
O -5.5042 -2.7970 0.1286
N -6.0688 -3.8149 0.4716
O -7.1885 -4.1328 0.1328
C -5.3348 -4.7323 1.3574
C -4.0673 -4.3823 1.7807
C -3.3859 -5.2401 2.6273
C -3.9751 -6.4294 3.0341
C -5.2467 -6.7665 2.5908
C -5.9360 -5.9135 1.7457
H -3.6154 -3.4566 1.4601
H -2.3956 -4.9789 2.9714
H -3.4420 -7.0951 3.6989
H -5.7031 -7.6938 2.9055
H -6.9252 -6.1679 1.3985
O -0.3606 3.7199 4.2765
C 0.6586 4.2675 3.9010
O 1.7795 3.6201 3.4783
O 1.3498 2.7246 2.4395
O 0.7488 5.6242 3.8272
S 2.2759 6.3162 4.1350
H 2.1140 2.1419 2.3906
H 2.3777 6.1551 5.4636
*
```

Entry 2:
DFT (ωB97M-V/def2-TZVPD) results for a molecular structure, C37H32NO3PtS2.

Properties
Frontier orbital gap (alpha / beta)   7.21 / 6.70 eV

ORCA input file:
```
! RIJCOSX wB97M-V def2-TZVPD def2/J DEFGRID3
* xyz 1 3
Pt 0.1806 2.1715 -1.2793
N -0.0851 5.6680 -3.6785
C 0.1662 4.5357 -3.0217
O -0.6568 4.0747 -2.2140
C 1.4589 3.8088 -3.2800
C 1.9129 3.1097 -2.0020
H -0.9608 6.1419 -3.5254
H 0.5699 6.0457 -4.3393
H 2.2224 4.4906 -3.6672
H 1.2477 3.0866 -4.0759
H 2.2217 3.8364 -1.2508
H 2.7248 2.4066 -2.1707
C 2.5445 3.9329 5.6473
C 1.7499 3.5240 4.4376
C 0.5711 4.1806 4.1023
C -0.1851 3.7960 3.0020
C 0.2638 2.7262 2.2476
C 1.4478 2.0610 2.5367
C 2.1816 2.4654 3.6341
S -0.7357 2.2285 0.8870
O -1.9366 3.0780 0.8512
C -1.2040 0.5685 1.3152
C -2.2155 0.4765 2.3007
C -2.6949 -0.7476 2.6390
C -2.1977 -1.9217 2.0135
C -2.7086 -3.2007 2.3519
C -2.2320 -4.3235 1.7437
C -1.2204 -4.2226 0.7602
C -0.7125 -3.0071 0.4122
C -1.1863 -1.8196 1.0333
C -0.6900 -0.5259 0.6766
C 0.4194 -0.4714 -0.3288
C 1.7361 -0.8561 0.1075
C 2.0051 -1.1623 1.4662
C 3.2596 -1.5299 1.8620
C 4.3095 -1.6139 0.9235
C 4.0743 -1.3410 -0.3932
C 2.7840 -0.9645 -0.8312
C 2.5234 -0.7084 -2.2087
C 1.2944 -0.3196 -2.6126
C 0.2284 -0.1693 -1.6656
S -1.3795 0.1225 -2.4568
O -2.2800 0.7500 -1.4379
C -1.8925 -1.5669 -2.6729
C -1.2887 -2.3868 -3.6169
C -1.7553 -3.6818 -3.7705
C -2.8297 -4.1559 -3.0158
C -3.3325 -5.5635 -3.1925
C -3.4308 -3.2993 -2.0995
C -2.9707 -2.0035 -1.9208
H 2.3491 4.9688 5.9197
H 3.6143 3.8183 5.4750
H 2.2801 3.3091 6.5038
H 0.2353 5.0130 4.7087
H -1.1011 4.3033 2.7327
H 1.7990 1.2501 1.9110
H 3.1091 1.9583 3.8728
H -2.6072 1.3794 2.7511
H -3.4702 -0.8417 3.3896
H -3.4848 -3.2694 3.1042
H -2.6259 -5.2952 2.0119
H -0.8537 -5.1175 0.2739
H 0.0468 -2.9453 -0.3578
H 1.2043 -1.1128 2.1924
H 3.4492 -1.7621 2.9019
H 5.2995 -1.9046 1.2489
H 4.8726 -1.4131 -1.1215
H 3.3278 -0.8226 -2.9256
H 1.0961 -0.1015 -3.6562
H -0.4694 -2.0292 -4.2290
H -1.2911 -4.3324 -4.5020
H -3.1109 -5.9439 -4.1889
H -4.4093 -5.6203 -3.0372
H -2.8602 -6.2339 -2.4705
H -4.2747 -3.6489 -1.5158
H -3.4409 -1.3292 -1.2161
*
```